(i)
Molecular formula: C3H3FN2S
Method: DFT, wB97M-V/def2-TZVPD

Each line ends with the Löwdin charge.
Positions of all 10 atoms, in Å:
C -0.535 -0.404 -0.159  -0.140
C -0.624 1.606 0.727  -0.189
C 0.657 0.066 0.255  -0.065
N 0.623 1.289 0.797  0.083
N -1.385 0.577 0.230  0.060
F 2.062 -2.824 -1.622  -0.663
S 3.065 -1.947 -0.588  0.525
H -0.717 -1.441 -0.509  0.132
H -0.853 2.563 1.053  0.106
H -2.293 0.515 -0.185  0.150

Properties
Kohn-Sham gap (spin up / spin down): 6.14 / 6.13 eV
LUMO energy (spin up / spin down): -2.641 / -2.654 eV
Multiplicity: 1

(ii)
Molecular formula: C3H3FN2S
Method: DFT, wB97M-V/def2-TZVPD

Each line ends with the Löwdin charge.
Positions of all 10 atoms, in Å:
F -3.588 -0.295 -0.218  -0.042
N -2.615 0.572 0.305  0.019
C -1.336 0.175 0.133  -0.537
N -0.814 -0.971 0.149  0.053
C 0.543 -0.967 0.058  -0.249
C 1.138 0.248 -0.018  -0.464
S 0.018 1.555 -0.020  0.932
H -2.844 1.503 -0.033  0.131
H 1.061 -1.910 0.064  0.102
H 2.190 0.448 -0.066  0.055

Properties
Kohn-Sham gap: 9.20 eV
LUMO energy: 0.544 eV
SMILES: FNc1nccs1
Multiplicity: 1

The calculated energies rank the structures as follows, beginning with the most stable: (ii), (i).